Record 1
{"formula": "C22H14Co2O8", "method": "ωB97M-V with the def2-TZVPD basis set", "symbols": ["O", "C", "Co", "C", "O", "C", "O", "C", "C", "C", "C", "C", "C", "C", "C", "C", "Co", "C", "O", "C", "O", "C", "O", "H", "H", "H", "H", "H", "H", "H", "C", "O", "C", "C", "C", "C", "C", "O", "C", "H", "H", "H", "H", "H", "H", "H"], "positions_angstrom": [[3.414, 4.324, -1.365], [2.777, 3.593, -0.707], [1.187, 3.309, 0.216], [0.962, 4.971, 0.792], [0.848, 6.092, 1.050], [0.112, 3.490, -1.167], [-0.548, 3.691, -2.096], [1.774, 2.087, 1.393], [0.473, 1.896, 1.097], [-0.479, 0.765, 1.135], [-1.796, 1.158, 0.481], [-2.861, 1.710, 1.195], [-4.051, 2.001, 0.516], [-4.146, 1.768, -0.864], [-3.033, 1.328, -1.591], [-1.839, 1.093, -0.913], [3.109, 1.618, -0.042], [4.833, 1.582, -0.415], [5.957, 1.547, -0.671], [2.279, 1.104, -1.549], [1.731, 0.867, -2.540], [3.306, 0.112, 0.867], [3.399, -0.856, 1.493], [2.167, 2.249, 2.392], [-0.592, 0.328, 2.137], [-2.732, 1.919, 2.259], [-4.898, 2.426, 1.063], [-5.084, 1.962, -1.386], [-3.052, 1.176, -2.672], [-0.931, 0.826, -1.460], [-1.371, -6.121, 0.663], [-1.474, -4.718, 1.052], [-0.595, -3.829, 0.498], [0.391, -4.250, -0.429], [1.262, -3.329, -0.994], [1.176, -1.998, -0.628], [0.174, -1.546, 0.249], [0.105, -0.176, 0.268], [-0.699, -2.452, 0.859], [-2.169, -6.605, 1.228], [-1.532, -6.262, -0.418], [-0.395, -6.552, 0.940], [0.471, -5.299, -0.713], [2.022, -3.619, -1.720], [1.811, -1.239, -1.073], [-1.467, -2.139, 1.571]], "mulliken_charge": [-0.557, 0.206, -0.095, -0.104, -0.453, 0.211, -0.445, -0.700, -0.304, 0.129, 0.313, -0.324, -0.639, -0.297, -0.888, -0.100, -0.271, 0.253, -0.497, 0.206, -0.459, 0.421, -0.470, 0.635, 0.579, 0.400, 0.336, 0.331, 0.356, 0.423, -0.866, -0.445, 0.815, -0.194, -1.166, -0.232, 0.369, 0.347, -0.702, 0.252, 0.333, 0.339, 0.302, 0.366, -0.097, 0.384], "total_charge": -2, "de_lowest_kj_mol": 216.51, "largest_force_ha_per_bohr": 0.12481, "orbital_gap_ha": 0.084}

Record 2
{"formula": "C22H14F3N3O2", "method": "ωB97M-V with the def2-TZVPD basis set", "symbols": ["O", "C", "C", "C", "C", "C", "C", "C", "C", "O", "C", "N", "N", "N", "C", "C", "C", "F", "C", "C", "C", "C", "C", "C", "C", "F", "C", "F", "C", "C", "H", "H", "H", "H", "H", "H", "H", "H", "H", "H", "H", "H", "H", "H"], "positions_angstrom": [[-0.220, -1.252, 0.427], [-0.415, -1.887, -0.769], [-0.157, -3.437, -0.674], [-0.721, -4.068, 0.472], [-0.477, -5.460, 0.746], [0.287, -6.217, -0.157], [0.805, -5.527, -1.245], [0.626, -4.200, -1.470], [1.402, -3.560, -2.482], [2.750, -4.051, -2.416], [1.429, -2.111, -2.451], [2.153, -1.281, -3.250], [2.006, -0.026, -2.914], [1.052, 0.031, -2.007], [0.600, 1.156, -1.375], [1.539, 2.104, -0.772], [1.065, 3.098, 0.115], [2.086, 3.969, 0.640], [-0.312, 3.092, 0.500], [-0.825, 4.034, 1.541], [-0.689, 5.347, 1.321], [-1.204, 6.327, 2.257], [-1.725, 5.891, 3.448], [-1.844, 4.451, 3.710], [-1.396, 3.531, 2.693], [-1.786, 2.246, 2.824], [-1.276, 2.281, -0.224], [-2.627, 2.382, 0.177], [-0.793, 1.411, -1.139], [0.613, -1.251, -1.654], [0.369, -1.847, 0.951], [-1.413, -1.757, -1.192], [-1.359, -3.511, 1.058], [-0.770, -5.849, 1.719], [0.540, -7.233, -0.032], [1.410, -6.168, -1.779], [0.876, -3.582, -3.413], [3.238, -3.528, -1.721], [2.586, 1.985, -1.017], [-0.336, 5.686, 0.373], [-1.099, 7.326, 1.973], [-2.179, 6.492, 4.268], [-2.215, 4.048, 4.620], [-1.595, 0.916, -1.681]], "mulliken_charge": [-0.560, 0.452, -0.135, -0.719, -0.663, -0.638, -0.666, 0.542, 0.130, -0.527, -0.627, -0.519, -0.918, 0.688, -0.055, -0.507, 0.218, -0.327, 0.262, -0.116, -0.259, -0.879, -0.333, -0.642, 0.461, -0.264, 0.482, -0.312, -0.390, 0.779, 0.444, 0.360, 0.644, 0.362, 0.455, 0.478, 0.259, 0.377, 0.527, 0.459, 0.446, 0.317, 0.458, 0.457], "total_charge": 0, "largest_force_ha_per_bohr": 0.11468, "orbital_gap_ha": 0.334, "smiles": "O[C@@H]1c2ccccc2[C@H](O)c2nnn(-c3cc(F)c(-c4ccccc4F)c(F)c3)c21"}

Record 3
{"formula": "C22H14O3", "method": "ωB97M-V with the def2-TZVPD basis set", "symbols": ["O", "C", "C", "C", "C", "C", "C", "C", "C", "C", "C", "C", "C", "C", "C", "C", "C", "C", "C", "C", "C", "O", "C", "O", "C", "H", "H", "H", "H", "H", "H", "H", "H", "H", "H", "H", "H", "H", "H"], "positions_angstrom": [[1.839, -3.384, 2.148], [0.726, -3.428, 1.348], [0.028, -4.632, 1.163], [-1.075, -4.694, 0.348], [-1.547, -3.521, -0.284], [-0.886, -2.297, -0.081], [0.244, -2.270, 0.729], [0.712, -0.884, 0.766], [1.830, -0.226, 1.338], [1.985, 1.179, 1.094], [3.032, 1.899, 1.687], [3.178, 3.272, 1.406], [2.316, 3.898, 0.554], [1.236, 3.216, 0.007], [0.275, 3.917, -0.753], [-0.804, 3.217, -1.299], [-0.988, 1.835, -1.057], [-0.061, 1.202, -0.248], [-0.212, -0.149, 0.037], [-1.136, -0.958, -0.552], [-2.097, -0.423, -1.607], [-3.388, -1.043, -1.601], [-2.231, 1.138, -1.606], [-2.471, 1.566, -2.978], [1.072, 1.887, 0.282], [2.189, -4.272, 2.312], [0.365, -5.520, 1.693], [-1.640, -5.595, 0.190], [-2.463, -3.542, -0.848], [2.519, -0.806, 1.955], [3.717, 1.423, 2.384], [4.087, 3.803, 1.733], [2.472, 4.911, 0.225], [0.284, 4.964, -1.014], [-1.494, 3.696, -1.943], [-1.580, -0.725, -2.553], [-3.744, -1.079, -0.689], [-3.082, 1.355, -0.942], [-3.206, 1.069, -3.344]], "mulliken_charge": [-0.547, 1.458, -0.861, -0.912, -0.466, -0.359, 0.095, -0.794, -0.869, 0.669, -0.574, -0.736, -0.645, 1.235, -1.188, -0.620, -0.249, 1.241, 0.503, -0.315, 0.218, -0.569, 0.132, -0.579, -0.356, 0.311, 0.266, 0.411, 0.524, 0.450, 0.434, 0.325, 0.413, 0.373, 0.476, 0.175, 0.400, 0.198, 0.335], "total_charge": 0, "largest_force_ha_per_bohr": 0.09148, "orbital_gap_ha": 0.217, "smiles": "Oc1cccc2c1-c1cc3cccc4ccc5c(c1=C2[C@@H](O)[C@@H]5O)c43"}

Record 4
{"formula": "C22H15Br3Cl3N3OSiV", "method": "ωB97M-V with the def2-TZVPD basis set", "symbols": ["V", "Br", "C", "C", "C", "C", "C", "C", "N", "C", "C", "C", "C", "C", "C", "N", "H", "H", "H", "H", "H", "H", "H", "H", "H", "C", "C", "C", "C", "C", "C", "Br", "C", "C", "Br", "C", "O", "C", "N", "H", "H", "H", "H", "H", "H", "Cl", "Si", "Cl", "Cl"], "positions_angstrom": [[-0.150, -0.057, 0.032], [-6.255, 0.628, -4.019], [-4.935, 0.709, -2.667], [-4.686, 1.913, -2.030], [-3.720, 1.973, -1.039], [-3.016, 0.825, -0.690], [-3.252, -0.370, -1.359], [-4.221, -0.435, -2.346], [-1.983, 0.864, 0.284], [-2.126, 1.590, 1.342], [-0.969, 1.713, 2.210], [-0.945, 2.489, 3.360], [0.240, 2.590, 4.067], [1.362, 1.915, 3.605], [1.260, 1.153, 2.455], [0.118, 1.047, 1.771], [-5.225, 2.803, -2.322], [-3.465, 2.920, -0.582], [-2.675, -1.253, -1.107], [-4.415, -1.361, -2.867], [-3.057, 2.094, 1.586], [-1.837, 3.013, 3.675], [0.293, 3.194, 4.962], [2.308, 1.978, 4.122], [2.108, 0.615, 2.050], [-2.654, -1.655, 2.166], [-1.366, -2.414, 2.057], [-1.202, -3.575, 2.842], [-0.038, -4.283, 2.796], [1.003, -3.853, 1.950], [2.256, -4.498, 1.812], [2.643, -6.059, 2.815], [3.200, -4.005, 0.959], [2.945, -2.854, 0.199], [4.275, -2.207, -0.966], [1.741, -2.174, 0.274], [1.454, -1.115, -0.421], [0.763, -2.692, 1.187], [-0.411, -1.982, 1.252], [-3.413, -2.264, 2.654], [-3.025, -1.351, 1.190], [-2.512, -0.754, 2.768], [-2.016, -3.893, 3.477], [0.095, -5.173, 3.396], [4.157, -4.498, 0.858], [-0.315, 3.758, -0.453], [0.361, 1.962, -1.423], [2.310, 2.495, -1.942], [-0.676, 2.077, -3.258]], "mulliken_charge": [0.317, -0.184, 0.083, -0.779, -0.076, -0.394, 0.101, -0.951, 1.030, -0.987, 0.748, -1.054, -0.348, -0.860, -0.281, 0.391, 0.410, 0.424, 0.330, 0.433, 0.564, 0.490, 0.439, 0.434, 0.524, -1.079, 0.740, -1.088, -0.884, 0.920, -0.066, -0.228, -0.328, -0.292, -0.142, 0.579, -0.838, 0.036, 0.335, 0.498, 0.018, 0.138, 0.429, 0.353, 0.425, -0.361, 0.695, -0.329, -0.334], "total_charge": 0, "multiplicity": 4, "largest_force_ha_per_bohr": 0.01165, "orbital_gap_ha": [0.233, 0.237]}

Record 5
{"formula": "C22H15F5LiN5Se", "method": "ωB97M-V with the def2-TZVPD basis set", "symbols": ["Li", "C", "N", "C", "C", "N", "C", "C", "C", "C", "C", "C", "N", "C", "N", "C", "C", "C", "C", "C", "C", "N", "H", "H", "H", "H", "H", "H", "H", "H", "H", "H", "H", "H", "H", "H", "H", "F", "C", "C", "F", "C", "F", "C", "Se", "C", "F", "C", "F"], "positions_angstrom": [[0.065, -0.597, 0.054], [0.772, -2.786, 1.686], [-0.004, -1.597, 1.959], [-1.393, -1.803, 2.284], [-2.240, -1.655, 1.064], [-1.801, -1.372, -0.131], [-2.917, -1.222, -0.922], [-3.048, -0.905, -2.268], [-4.327, -0.818, -2.781], [-5.460, -1.029, -1.992], [-5.351, -1.336, -0.651], [-4.070, -1.436, -0.136], [-3.596, -1.721, 1.122], [1.934, -2.374, 0.859], [1.823, -1.582, -0.171], [3.102, -1.330, -0.601], [3.571, -0.522, -1.630], [4.937, -0.420, -1.788], [5.826, -1.107, -0.956], [5.380, -1.929, 0.060], [4.009, -2.027, 0.226], [3.224, -2.694, 1.138], [0.150, -3.474, 1.110], [1.121, -3.298, 2.600], [0.457, -1.030, 2.660], [-1.712, -1.024, 2.984], [-1.571, -2.783, 2.761], [-2.179, -0.719, -2.880], [-4.464, -0.570, -3.821], [-6.441, -0.940, -2.436], [-6.220, -1.483, -0.028], [-4.153, -1.873, 1.946], [2.881, 0.013, -2.262], [5.337, 0.209, -2.569], [6.888, -0.990, -1.111], [6.064, -2.462, 0.704], [3.555, -3.285, 1.884], [-0.119, 7.309, -0.695], [-0.066, 6.032, -0.278], [1.106, 5.296, -0.412], [2.199, 5.882, -0.931], [1.146, 3.974, 0.000], [2.284, 3.281, -0.154], [0.034, 3.343, 0.564], [0.103, 1.612, 1.240], [-1.124, 4.113, 0.703], [-2.215, 3.553, 1.248], [-1.184, 5.433, 0.293], [-2.312, 6.145, 0.453]], "mulliken_charge": [0.619, -0.455, -0.247, -1.037, 0.322, -0.229, 0.380, -0.670, -0.569, -0.409, -0.989, 0.663, -0.031, 0.261, -0.514, 0.548, -0.661, -0.604, -0.438, -1.007, 0.673, -0.081, 0.313, 0.317, 0.313, 0.443, 0.330, 0.432, 0.387, 0.383, 0.375, 0.207, 0.431, 0.381, 0.381, 0.382, 0.225, -0.303, 0.407, 0.120, -0.302, 0.367, -0.280, -0.391, -0.497, 0.506, -0.283, 0.133, -0.301], "total_charge": 0, "de_lowest_kj_mol": 13.82, "largest_force_ha_per_bohr": 0.02046, "orbital_gap_ha": 0.246}

Record 6
{"formula": "C22H15N2O6S2", "method": "ωB97M-V with the def2-TZVPD basis set", "symbols": ["C", "N", "O", "O", "C", "C", "C", "C", "C", "N", "C", "C", "H", "H", "H", "H", "H", "C", "C", "C", "C", "C", "C", "S", "O", "O", "C", "C", "C", "C", "C", "C", "C", "C", "S", "O", "O", "H", "H", "H", "H", "H", "H", "H", "H", "H", "H"], "positions_angstrom": [[0.759, 1.316, 0.248], [1.365, 1.223, 1.488], [0.818, 0.697, 2.497], [2.544, 1.692, 1.564], [1.258, 2.371, -0.576], [2.640, 2.686, -0.689], [3.046, 3.866, -1.290], [2.093, 4.771, -1.775], [2.522, 6.013, -2.359], [2.850, 7.046, -2.819], [0.724, 4.459, -1.700], [0.312, 3.245, -1.167], [-0.220, 0.884, 0.069], [3.410, 2.006, -0.348], [4.115, 4.082, -1.373], [-0.006, 5.179, -2.075], [-0.743, 2.960, -1.113], [-5.485, -1.822, 2.147], [-4.210, -1.278, 2.234], [-3.120, -1.976, 1.729], [-3.306, -3.144, 1.025], [-4.575, -3.729, 0.957], [-5.660, -3.062, 1.531], [-1.821, -3.724, 0.189], [-1.270, -4.771, 1.019], [-2.114, -3.924, -1.211], [-0.831, -2.213, 0.362], [-0.102, -1.657, -0.672], [1.297, -1.335, -0.741], [2.154, -1.429, 0.390], [3.453, -0.942, 0.302], [3.965, -0.480, -0.916], [3.138, -0.415, -2.038], [1.828, -0.829, -1.957], [-1.479, -1.241, 1.684], [-1.750, 0.110, 1.259], [-0.770, -1.535, 2.902], [-6.331, -1.263, 2.539], [-4.044, -0.299, 2.656], [-4.704, -4.683, 0.453], [-6.653, -3.497, 1.477], [-0.606, -1.660, -1.634], [1.736, -1.839, 1.319], [4.066, -0.923, 1.203], [5.016, -0.203, -1.000], [3.535, -0.009, -2.972], [1.156, -0.727, -2.816]], "mulliken_charge": [-0.763, 1.163, -0.732, -0.761, 0.483, -0.133, -1.105, 0.531, 0.094, -0.640, -0.771, -0.554, 0.445, 0.629, 0.380, 0.400, 0.371, -0.632, -0.577, 0.211, 0.107, -0.737, -0.418, 1.253, -0.624, -0.686, -0.669, -0.520, 1.184, -0.177, -0.490, -0.525, -0.275, -0.620, 1.611, -0.613, -0.644, 0.382, 0.472, 0.420, 0.366, 0.355, 0.413, 0.326, 0.341, 0.379, 0.351], "total_charge": -1, "de_lowest_kj_mol": 212.45, "largest_force_ha_per_bohr": 0.05412, "orbital_gap_ha": 0.159}